15
Properties=species:S:1:pos:R:3:forces:R:3 method="wB97M-V/def2-TZVPD" e_above_lowest_kj_mol=26.0 smiles=Fc1cc(F)c(F)c(F)c1F.O spin_multiplicity=1 e_lumo_ev=0.096 gap_ev=10.34
F -2.993203 -1.760849 1.285351 0.3 0.2 0.1
C -2.123163 -1.171559 0.461511 -0.5 0.6 -1.3
C -2.395173 -1.256539 -0.927998 1.4 0.0 -0.4
C -1.459614 -0.724969 -1.856028 0.2 0.4 0.5
F -1.641784 -0.931939 -3.225957 0.5 0.6 2.7
C -0.354714 0.045250 -1.328228 0.3 -0.1 -2.4
F 0.620146 0.583540 -2.257767 -2.5 -1.3 2.6
C -0.218644 0.247560 0.062331 0.9 0.0 -1.1
F 0.843196 0.999550 0.461681 -1.3 -0.8 0.0
C -1.093124 -0.382210 0.965551 0.3 0.7 0.9
F -0.979854 -0.125840 2.315741 0.0 -0.6 -1.9
H -3.269593 -1.819159 -1.280768 0.5 0.3 0.2
O 5.397894 2.097539 1.635171 -1.2 0.0 0.4
H 5.084174 2.405829 2.515401 0.3 -0.3 -1.0
H 4.583454 1.793790 1.174011 0.8 0.3 0.5

---

9
Properties=species:S:1:pos:R:3:forces:R:3 method="wB97M-V/def2-TZVPD" e_above_lowest_kj_mol=290.2 spin_multiplicity=1 e_lumo_ev=-1.064 gap_ev=7.74
C -0.902666 -0.886902 0.077637 0.3 0.4 -0.2
C -0.723550 0.258785 -0.588913 -0.9 -0.4 0.1
C 1.314203 0.883505 0.227411 -0.3 0.9 -0.2
Cl -0.284414 0.273629 -2.252577 0.0 0.0 -0.3
Cl 2.470530 -0.283838 -0.050819 0.7 -0.7 0.0
Br 1.077692 1.256793 2.059597 0.1 0.0 0.5
H -1.240244 -0.874893 1.098598 -0.1 0.1 0.2
H -0.645758 -1.842350 -0.350120 0.0 -0.1 -0.1
H -1.065794 1.215270 -0.220815 0.1 -0.1 0.0

---

46
Properties=species:S:1:pos:R:3:forces:R:3 method="wB97M-V/def2-TZVPD" e_above_lowest_kj_mol=236.5 smiles="COc1cccc(CNS(=O)(=O)c2ccc(S(=O)(=O)NC3CC3)cc2)c1" spin_multiplicity=1 e_lumo_ev=0.104 gap_ev=9.00
C -0.008501 2.426778 -0.800871 -0.1 0.2 0.0
O 0.796421 1.322580 -1.139269 0.2 -0.3 -0.1
C 0.201671 0.207808 -1.645820 -0.1 -0.1 -0.1
C 1.055216 -0.856811 -1.941338 0.0 0.1 0.0
C 0.545643 -2.029337 -2.456359 0.1 0.1 0.0
C -0.816568 -2.169014 -2.674862 -0.2 0.1 -0.1
C -1.669342 -1.119018 -2.381787 0.3 0.0 -0.4
C -3.156676 -1.252253 -2.553522 0.2 -0.2 -0.3
N -3.785924 -1.052419 -1.256462 0.0 -0.4 0.6
S -3.374310 -2.199185 -0.098054 -0.3 0.3 0.0
O -4.451800 -2.202677 0.846404 0.0 0.3 0.1
O -2.991338 -3.435602 -0.714849 0.3 0.2 -0.1
C -1.945401 -1.454581 0.684924 -0.2 -0.4 -0.2
C -2.119837 -0.245809 1.334341 0.1 0.2 0.2
C -1.044614 0.323239 1.997063 -0.3 0.0 -0.1
C 0.174255 -0.330629 1.985721 0.5 0.0 0.2
S 1.523167 0.364964 2.940204 -0.1 0.3 0.0
O 1.005322 0.755894 4.218944 -0.2 0.2 -0.1
O 2.638807 -0.532254 2.880992 -0.1 0.0 -0.3
N 1.845836 1.795305 2.116735 -0.3 -0.4 0.6
C 2.909727 1.746927 1.160566 0.4 -0.4 -0.4
C 4.346764 1.780084 1.594467 0.0 -0.1 0.0
C 3.737095 2.966141 0.905119 -0.1 0.1 -0.1
C 0.347316 -1.536769 1.336437 0.1 0.0 0.1
C -0.731790 -2.112530 0.681362 -0.2 -0.1 0.0
C -1.159464 0.072213 -1.876469 0.2 0.2 -0.1
H -0.505739 2.841434 -1.683622 0.0 0.0 0.0
H 0.673735 3.165411 -0.384523 -0.1 0.0 0.0
H -0.754937 2.159403 -0.047216 0.0 0.0 0.0
H 2.111367 -0.736759 -1.759765 0.2 0.0 0.0
H 1.213153 -2.846220 -2.684296 0.1 -0.1 0.0
H -1.215837 -3.095107 -3.056202 -0.1 -0.1 0.0
H -3.395014 -2.242402 -2.959620 0.0 0.2 -0.1
H -3.535930 -0.483084 -3.232712 0.0 -0.1 0.1
H -4.791591 -0.973473 -1.300985 -0.2 -0.1 0.2
H -3.095063 0.214166 1.326169 -0.1 0.2 0.1
H -1.135094 1.247833 2.544844 -0.1 0.1 0.0
H 1.945858 2.543089 2.788421 -0.1 0.1 0.3
H 2.636835 1.119227 0.323907 0.2 0.1 -0.1
H 4.547473 1.852407 2.651968 -0.1 0.0 0.1
H 5.056948 1.172534 1.057657 0.0 -0.1 -0.1
H 4.024628 3.180276 -0.112501 0.0 0.0 -0.1
H 3.535945 3.848188 1.495008 0.0 0.1 0.1
H 1.314677 -2.011817 1.373507 0.1 -0.1 -0.1
H -0.655049 -3.060517 0.173932 0.1 -0.1 -0.1
H -1.848039 0.872366 -1.657592 -0.1 0.1 0.1

---

86
Properties=species:S:1:pos:R:3:forces:R:3 method="wB97M-V/def2-TZVPD" e_above_lowest_kj_mol=397.6 spin_multiplicity=1 e_lumo_ev=-2.991 gap_ev=3.36
C 4.316623 -2.405519 -1.472970 -0.3 0.7 -0.4
C 2.962974 -1.947999 -2.175342 0.6 -1.1 -0.3
O 2.459965 -0.717291 -1.630704 -0.3 -0.2 0.0
C 1.619112 -0.021802 -2.563236 0.0 0.1 -0.3
C 0.809506 1.178896 -1.865896 0.6 0.1 -1.6
O 1.407522 1.576654 -0.613699 -1.9 -0.6 -0.4
C 0.877487 0.903905 0.519812 1.4 -0.3 2.4
C 2.188698 0.766667 1.462627 0.7 0.6 -0.2
C 3.015621 2.110767 1.424835 1.6 2.7 0.0
C 2.727586 3.265848 2.364769 1.5 0.4 -1.2
C 3.442916 4.578530 2.371153 0.4 -2.2 -1.9
C 4.534651 4.867414 1.397909 -1.6 -3.7 -0.4
C 4.899013 3.733145 0.446250 -2.0 -0.4 2.9
C 4.129270 2.331324 0.466038 0.6 1.8 1.0
C 4.611916 1.217947 -0.561464 -0.1 -0.4 1.3
C -0.124033 1.638013 1.510499 -3.0 0.5 0.7
O -0.229749 2.801703 1.841429 1.3 -0.8 -0.7
N -1.079274 0.670329 2.040908 2.6 0.4 -2.1
C -1.333593 -0.232591 0.850369 -1.3 1.6 1.9
C -2.316734 0.649921 -0.041979 -1.1 -1.8 -0.8
C -3.146649 -0.150408 -1.149324 0.6 1.9 -1.2
C -4.132233 0.931542 -1.805786 0.2 0.0 0.3
C -5.503964 0.309510 -2.271945 0.8 0.2 -0.5
C -3.441610 1.793567 -2.934422 -0.5 -0.1 0.5
C -2.185067 -1.423158 1.460841 -0.7 -0.6 -2.9
C -2.029415 -2.836570 0.643607 0.1 -0.2 1.0
F -1.912090 -1.596488 2.907484 1.3 1.9 -1.9
C 0.147051 -0.487438 0.384952 -0.5 -1.3 0.6
N 0.669031 -1.416463 1.474451 1.7 -1.0 -1.1
C 1.209796 -2.421353 0.967155 -2.8 0.2 0.1
O 1.322130 -3.458943 0.437782 1.2 0.6 0.6
H 4.213262 -2.291938 -0.357681 0.1 -0.3 -1.0
H 5.180292 -1.764617 -1.813487 -0.9 -0.5 0.4
H 4.578155 -3.469871 -1.751262 -0.5 1.2 0.4
H 3.116305 -1.805425 -3.287092 -0.1 -0.3 1.1
H 2.220163 -2.791479 -2.009667 0.6 1.1 -0.3
H 0.924336 -0.762615 -3.067072 0.5 1.0 0.5
H 2.301108 0.417907 -3.356039 -0.8 -0.5 0.6
H 0.953300 2.057927 -2.570570 -0.4 -0.9 0.9
H -0.296797 0.995694 -1.837916 1.1 0.0 0.3
H 2.809965 -0.082912 1.052373 -0.7 1.1 0.4
H 1.937559 0.528115 2.529008 0.0 0.2 -1.1
H 1.901729 3.141673 3.111280 0.9 0.1 -0.9
H 3.120239 5.356688 3.102026 0.3 -0.8 -0.7
H 5.043552 5.863078 1.395230 -0.4 -1.2 -0.1
H 5.734364 3.917305 -0.287285 -0.9 -0.2 1.2
H 4.122316 1.307043 -1.580864 0.3 -0.3 1.3
H 4.432272 0.176031 -0.184671 -0.2 1.2 -0.2
H 5.741586 1.319842 -0.775381 -3.0 -1.4 2.0
H -1.914923 1.077246 2.464327 0.5 0.2 -0.3
H -1.831075 1.508515 -0.577158 -0.2 -0.8 0.8
H -3.091640 1.075336 0.671454 1.0 -0.3 -0.8
H -2.457704 -0.472477 -1.992677 -0.7 -0.4 1.1
H -3.774448 -0.982804 -0.748179 0.8 0.6 -0.3
H -4.385546 1.651779 -0.967354 -0.2 -0.8 -1.1
H -6.084194 0.018400 -1.354035 0.4 0.1 -0.9
H -5.352445 -0.524034 -3.021831 0.0 0.6 0.7
H -6.085006 1.143473 -2.760790 0.5 -1.2 0.6
H -4.163550 2.629292 -3.186349 0.8 -1.0 0.2
H -3.193283 1.210148 -3.863963 -0.1 0.6 0.8
H -2.530200 2.300918 -2.495528 -0.6 -0.5 -0.6
H -3.303119 -1.137736 1.385037 2.0 0.0 0.6
H -1.395702 -3.545532 1.259411 -0.6 0.8 -1.0
H -1.538723 -2.717260 -0.363573 -0.6 0.2 0.9
H -3.047969 -3.383094 0.545186 3.1 0.7 0.4
H 0.262397 -1.120796 -0.531665 -0.3 1.6 0.2
K -4.924462 -2.827413 0.178791 -2.0 0.4 -0.4
C -2.116433 -3.287219 7.058564 0.0 -0.1 0.1
C -0.676276 -2.975948 6.699984 -0.4 0.2 -0.2
O -0.401103 -3.358959 5.353138 0.2 -0.1 -0.1
H -2.319434 -4.353388 6.936887 0.1 0.0 0.0
H -2.332158 -3.002713 8.090646 0.0 0.0 0.0
H -2.804292 -2.753816 6.396617 0.0 0.1 0.1
H 0.005961 -3.526541 7.348749 0.1 0.0 -0.2
H -0.469830 -1.906668 6.809965 0.0 0.0 0.2
H -0.999458 -2.862704 4.775398 0.4 0.0 0.4
Br 6.367079 2.560685 -1.991693 2.5 2.3 -3.0
Mg -2.859562 -3.083664 3.294123 -2.3 -2.6 1.3
B -3.010036 -0.655087 -6.770933 -0.2 0.0 -0.3
F -2.211250 0.489766 -6.464349 -0.2 -0.4 0.0
F -3.452799 -1.257428 -5.555399 0.2 0.2 -0.2
F -4.134715 -0.258768 -7.542412 0.6 -0.2 0.4
F -2.231319 -1.594054 -7.507618 -0.2 0.4 0.4
Br 7.283428 1.531141 -3.804651 0.2 0.1 -0.3
Na 3.311511 3.976177 -1.140500 -1.2 0.2 -0.7
F -6.087887 2.093131 -0.824658 -0.7 1.0 1.2

---

84
Properties=species:S:1:pos:R:3:forces:R:3 method="wB97M-V/def2-TZVPD" spin_multiplicity=1 e_lumo_ev=0.064 gap_ev=6.91
Ba -1.315165 -0.348008 0.715209 -0.6 3.1 1.1
C -2.625358 2.029808 -2.744396 -0.1 0.0 0.1
N -3.102616 1.756311 -1.371032 0.6 -0.2 -0.2
C -3.034445 2.940362 -0.523167 -0.2 -0.1 -0.1
C -1.629888 3.360764 -0.225937 0.1 0.1 0.0
N -0.533263 2.672503 -0.402084 0.3 -0.1 0.1
C 0.495539 3.497954 0.071969 -0.2 0.2 0.1
C 1.872836 3.303597 0.163888 0.0 0.0 0.0
C 2.645575 4.316455 0.700665 0.1 0.0 0.0
C 2.079898 5.513537 1.157641 0.0 0.0 0.0
C 0.717631 5.727204 1.081286 0.0 0.0 0.0
C -0.047404 4.707227 0.530562 0.1 -0.2 0.0
N -1.403188 4.594626 0.303088 0.0 0.1 0.0
C -1.939101 0.888296 -3.426423 0.0 -0.3 0.2
N -0.772613 0.962887 -4.000742 0.0 0.0 -0.1
C -0.565888 -0.288032 -4.572352 -0.1 0.0 0.1
C 0.510864 -0.767688 -5.314537 0.0 0.0 0.0
C 0.459828 -2.076907 -5.762331 0.1 0.1 0.0
C -0.636977 -2.903939 -5.481835 -0.1 0.0 0.1
C -1.717823 -2.443546 -4.749860 -0.1 0.0 0.1
C -1.658584 -1.127601 -4.304174 0.1 0.1 0.0
N -2.530445 -0.342148 -3.578736 0.0 0.1 0.0
H -1.894793 2.832252 -2.710525 0.0 0.0 0.0
H -3.453757 2.352332 -3.385055 0.0 0.1 0.0
H -4.060521 1.440336 -1.403326 -0.1 0.0 0.1
H -3.499677 2.708406 0.437134 -0.1 0.0 0.0
H -3.565895 3.798893 -0.958642 0.0 0.0 0.0
H 2.339477 2.377734 -0.137606 0.0 0.0 0.0
H 3.717789 4.178072 0.778977 0.0 0.0 0.0
H 2.719878 6.274818 1.584256 0.0 0.0 0.0
H 0.263825 6.642826 1.440911 0.0 0.0 0.0
H -2.110367 5.226448 0.636765 0.0 0.0 0.0
H 1.356751 -0.125718 -5.530942 0.0 0.0 0.0
H 1.280128 -2.469757 -6.350868 0.0 0.0 0.0
H -0.645441 -3.922727 -5.850116 0.0 0.0 0.0
H -2.577747 -3.071298 -4.545720 0.1 0.0 0.0
H -3.357844 -0.662201 -3.107052 0.0 0.0 0.0
O 0.656559 1.061609 2.252050 -0.6 0.5 0.0
C 1.443495 0.885495 3.421093 0.1 -0.3 0.0
C 2.901483 1.002647 3.038650 0.0 -0.2 -0.1
C 3.227722 0.053302 1.866415 0.0 0.1 0.2
C 2.801945 -1.362911 2.148725 -0.1 0.0 -0.1
C 3.584058 -2.220686 2.915458 0.0 0.0 0.0
C 3.110097 -3.489858 3.203809 -0.1 0.0 0.0
C 1.857941 -3.859880 2.738117 0.1 -0.1 0.0
C 1.138960 -2.944553 1.986240 0.3 -0.1 -0.2
N 1.599798 -1.729029 1.676944 0.0 -0.1 0.0
H -0.109010 1.641735 2.487706 0.2 -0.1 0.0
H 1.255006 -0.119453 3.805785 0.0 0.0 0.2
H 1.178835 1.597374 4.204242 -0.1 0.1 -0.1
H 3.504958 0.765775 3.920839 0.1 0.0 -0.1
H 3.126224 2.025724 2.729782 0.0 0.0 0.1
H 4.296979 0.108480 1.648392 0.0 -0.1 0.0
H 2.665013 0.382339 0.992375 0.1 0.1 0.0
H 4.546389 -1.887653 3.287413 0.0 0.0 0.0
H 3.705418 -4.177088 3.791744 0.0 0.0 0.0
H 1.440690 -4.834465 2.955290 0.0 0.1 0.0
H 0.138113 -3.180180 1.639038 0.4 -0.1 0.0
C -4.099402 -0.642621 4.477045 0.0 0.0 0.1
O -3.590848 0.329030 3.554226 -0.1 0.2 0.0
C -2.722995 1.277420 3.963173 0.5 -0.7 -0.1
S -2.130634 1.391030 5.500283 -0.2 0.1 0.0
S -2.172673 2.218687 2.627602 -0.3 0.4 -0.1
H -5.114243 -0.865711 4.156185 0.0 0.0 -0.1
H -4.093479 -0.254442 5.489942 0.0 0.1 0.1
H -3.485239 -1.540441 4.425513 0.1 0.0 0.0
C -0.574720 -4.652579 -1.508666 0.0 0.0 0.1
N 0.144076 -3.380367 -1.559524 0.0 0.0 0.1
C 1.474228 -3.305935 -1.802231 0.0 0.0 0.0
C 2.145373 -2.131369 -1.796638 0.0 0.0 0.0
C 1.381442 -0.966657 -1.512762 -0.2 -0.1 -0.2
N 0.090818 -1.051450 -1.209196 0.8 -0.2 -1.3
C -0.569699 -2.226406 -1.251544 0.2 -0.6 -0.6
O -1.776913 -2.292823 -0.998171 0.1 -0.2 -0.3
N 1.897299 0.262560 -1.558415 -0.1 0.0 0.0
H 0.047345 -5.429777 -1.943145 0.0 0.0 0.0
H -1.503627 -4.563203 -2.063418 0.0 0.0 -0.1
H -0.817696 -4.903533 -0.476288 0.0 0.0 0.0
H 1.966409 -4.244190 -2.020497 0.0 0.0 0.0
H 3.202212 -2.083604 -2.010920 0.0 0.0 0.0
H 2.852793 0.417727 -1.821186 0.0 0.0 0.0
H 1.251830 1.039689 -1.487222 0.1 0.0 -0.1
N -1.900614 -3.356253 2.731374 -0.1 0.6 -0.3
C -1.752933 -2.317584 2.219471 -0.8 -2.1 1.5